This record from OMol25 describes an isolated ion of composition C5H8N and charge +1. The level of theory is ωB97M-V with the def2-TZVPD basis set.

Last column: Mulliken charge in e.
Positions of all 14 atoms, in Å:
C  -0.9183  -0.2385  0.8997  -0.407
C  -0.4710  -0.6074  -0.2920  0.121
C  0.1280  0.6301  1.4896  0.049
C  1.1750  0.4354  0.4450  -0.258
C  -0.7221  -1.2830  -1.5487  -0.861
N  0.5041  1.6836  0.4258  -0.180
H  -1.9937  -0.2822  1.2525  0.359
H  0.3603  0.9308  2.6187  0.358
H  2.2302  0.1660  0.4071  0.367
H  -1.5476  -2.0643  -1.2432  0.303
H  0.2489  -1.7274  -2.0706  0.290
H  -1.1321  -0.5378  -2.2565  0.277
H  -0.2192  1.9216  -0.2604  0.303
H  0.9313  2.4126  0.9209  0.279

Computed properties:
calculated total energy = -249.62948 a.u.
net charge = +1
ΔE to the lowest compared entry with this formula, charge and spin = 5.324 eV
orbital gap = 10.513 eV